Molecular formula: C15H60KN30O15
Method: DFT, ωB97M-V with the def2-TZVPD basis set

Structure (XYZ):
```
121
C15H60KN30O15, DFT ωB97M-V with the def2-TZVPD basis set
K -0.78 28.66 -28.87
O -2.00 32.69 -32.58
O 1.06 29.44 -26.65
O -0.36 25.48 -29.07
O 2.12 23.73 -27.04
O 2.19 28.17 -29.22
O -2.04 35.04 -24.42
O -2.86 27.40 -26.71
O -2.76 29.93 -24.08
O -4.88 24.22 -31.47
O 0.39 34.83 -30.58
O -3.57 28.79 -30.14
O -0.84 27.81 -31.48
O -3.09 31.65 -27.11
O -3.22 28.44 -33.84
O 0.44 31.02 -29.84
N -0.03 34.09 -28.49
N 2.12 30.44 -31.04
N -1.46 24.06 -30.31
N -1.75 29.87 -33.09
N -0.61 30.07 -23.39
N 1.33 32.29 -31.50
N -3.89 26.04 -32.45
N -3.58 33.45 -31.18
N -2.83 32.97 -24.13
N -4.86 30.29 -26.90
N -5.08 32.45 -26.68
N -1.98 32.26 -30.35
N -5.16 30.21 -29.82
N -4.76 29.65 -31.86
N 4.05 28.12 -28.06
N -0.18 23.23 -28.80
N -4.88 26.24 -30.56
N 1.91 23.21 -24.92
N 0.60 24.65 -25.75
N 0.94 26.64 -32.22
N 2.83 26.32 -28.04
N -1.09 28.57 -24.81
N 1.45 35.63 -28.74
N -1.23 33.18 -25.52
N 1.57 31.08 -25.23
N -2.93 30.38 -34.84
N -3.31 25.72 -28.06
N -2.71 25.27 -26.11
N 0.98 31.60 -27.15
N -0.91 26.59 -33.32
C 1.20 31.26 -30.73
C -4.61 25.43 -31.57
C 0.56 34.84 -29.37
C -2.07 33.85 -24.74
C -1.58 29.56 -24.10
C -2.54 32.70 -31.45
C 2.94 27.55 -28.51
C -2.66 29.51 -33.91
C 1.54 23.84 -25.98
C -4.25 31.46 -26.93
C -0.28 27.08 -32.29
C -4.49 29.50 -30.58
C -2.96 26.22 -26.91
C 1.20 30.64 -26.41
C -0.57 24.34 -29.41
H -0.82 30.96 -22.96
H -6.06 30.43 -30.21
H -3.97 33.87 -32.02
H 4.71 27.55 -27.55
H -1.82 24.89 -30.77
H -3.64 30.15 -35.52
H -3.86 33.66 -30.24
H 2.01 32.40 -32.23
H -2.68 31.98 -24.27
H -4.22 29.19 -32.58
H 1.39 27.04 -31.41
H 1.55 30.37 -24.51
H -0.09 28.42 -24.80
H 3.53 25.99 -27.39
H 0.41 23.36 -27.99
H -2.27 31.12 -35.01
H -5.66 30.00 -32.15
H 1.36 26.19 -33.01
H 2.82 30.84 -31.65
H -4.63 33.34 -26.51
H 0.68 33.04 -31.33
H -1.84 26.95 -33.49
H -0.36 33.59 -25.81
H -3.24 24.72 -28.21
H -1.46 23.15 -30.73
H -0.52 25.96 -34.01
H -1.54 30.86 -33.00
H -0.36 22.34 -29.25
H 0.28 34.23 -27.54
H -1.04 31.90 -30.43
H 2.34 29.60 -30.53
H -4.24 29.51 -26.72
H -4.54 27.18 -30.44
H 0.36 25.34 -26.44
H -2.32 25.41 -25.18
H 1.80 32.04 -25.00
H -1.71 29.20 -32.34
H 0.95 32.56 -26.84
H 4.16 29.07 -28.38
H -5.78 30.22 -26.50
H -3.41 33.30 -23.38
H -4.92 30.14 -28.84
H 0.23 29.57 -23.13
H -3.74 27.02 -32.28
H -1.35 32.28 -25.96
H 1.99 36.32 -29.23
H -2.55 32.24 -29.52
H -1.64 28.19 -25.57
H 2.69 22.59 -25.11
H -2.77 24.31 -26.41
H 0.81 31.35 -28.11
H -3.58 26.34 -28.81
H -3.36 25.43 -33.05
H 1.51 23.28 -24.00
H 2.02 25.83 -28.38
H -0.77 33.46 -28.76
H -5.47 25.78 -29.88
H 1.71 35.21 -27.86
H -6.04 32.20 -26.51
H 0.17 24.63 -24.83
```

- HOMO level (eV) = -11.0182
- HOMO-LUMO gap (eV) = 9.0
- total energy (Ha) = -3979.1341
- multiplicity = 1
- total charge = +1



Molecular formula: C15H60O15
Method: DFT, ωB97M-V with the def2-TZVPD basis set

Structure (XYZ):
```
90
C15H60O15, DFT ωB97M-V with the def2-TZVPD basis set
O 37.94 -4.30 -10.46
O 35.34 -9.43 -12.76
O 34.60 -7.87 -14.79
O 39.57 -8.90 -10.87
O 31.46 -9.31 -12.37
O 36.13 -1.87 -13.76
O 35.68 -5.54 -10.62
O 37.91 -7.34 -7.44
O 37.83 -5.04 -14.49
O 37.92 -9.19 -12.99
O 32.36 -6.81 -7.89
O 34.62 -1.67 -8.46
O 34.64 -4.24 -6.51
O 34.96 -9.52 -10.10
O 33.35 -4.73 -11.59
C 35.84 -6.58 -11.52
C 38.50 -9.84 -14.13
C 32.35 -8.26 -12.09
C 33.15 -5.01 -12.93
C 39.86 -9.95 -10.01
C 35.23 -10.63 -13.45
C 38.43 -6.03 -13.72
C 35.69 -2.69 -12.69
C 37.39 -7.20 -8.68
C 37.92 -3.20 -9.60
C 34.22 -2.52 -9.53
C 35.56 -4.78 -7.36
C 35.67 -7.26 -15.29
C 33.28 -6.64 -8.91
C 36.27 -10.03 -9.85
H 36.72 -9.54 -9.00
H 34.84 -8.52 -14.12
H 36.47 -7.98 -15.42
H 33.59 -4.24 -13.55
H 35.46 -10.47 -14.52
H 36.97 -2.74 -9.50
H 35.12 -4.85 -8.34
H 40.52 -9.64 -9.19
H 33.65 -5.95 -13.04
H 35.13 -9.56 -11.83
H 32.07 -5.03 -13.13
H 35.57 -6.72 -16.21
H 34.95 -2.16 -7.75
H 31.81 -7.42 -11.60
H 34.56 -9.45 -9.19
H 38.08 -7.00 -14.10
H 38.21 -10.87 -14.16
H 38.28 -9.31 -15.07
H 36.37 -7.38 -8.67
H 31.95 -5.97 -7.67
H 38.86 -4.65 -10.47
H 37.60 -6.19 -8.97
H 38.20 -6.01 -12.69
H 33.31 -5.59 -9.06
H 35.77 -3.75 -12.94
H 33.18 -8.55 -11.50
H 36.30 -11.08 -9.82
H 35.87 -6.23 -12.56
H 35.10 -3.88 -5.72
H 39.58 -9.79 -13.99
H 33.47 -3.26 -9.28
H 36.46 -4.16 -7.48
H 35.96 -5.69 -6.91
H 40.41 -10.77 -10.41
H 34.98 -7.20 -11.55
H 34.21 -11.00 -13.43
H 34.64 -2.54 -12.40
H 36.71 -7.24 -11.33
H 38.07 -8.29 -7.31
H 37.88 -7.91 -9.34
H 36.33 -2.57 -11.82
H 36.51 -5.14 -10.30
H 34.26 -7.04 -8.68
H 35.84 -11.45 -13.10
H 39.51 -6.07 -13.78
H 30.95 -9.44 -11.55
H 36.14 -0.95 -13.50
H 33.68 -1.88 -10.23
H 35.00 -2.96 -10.10
H 36.91 -9.79 -10.73
H 37.77 -4.17 -14.01
H 32.97 -7.10 -9.81
H 34.20 -5.06 -11.30
H 36.96 -9.27 -13.04
H 35.95 -6.53 -14.55
H 38.58 -2.49 -10.12
H 32.69 -7.80 -12.99
H 38.97 -9.20 -11.58
H 38.93 -10.30 -9.61
H 38.31 -3.46 -8.62
```

- HOMO level (eV) = -9.3949
- HOMO-LUMO gap (eV) = 9.6
- total energy (Ha) = -1735.7587
- multiplicity = 1
- total charge = 0



Molecular formula: C15H6Cl7HgNO2
Method: DFT, ωB97M-V with the def2-TZVPD basis set

Structure (XYZ):
```
32
C15H6Cl7HgNO2, DFT ωB97M-V with the def2-TZVPD basis set
Hg -0.95 -0.53 -0.38
Cl 5.30 3.40 0.53
Cl -3.63 1.37 -0.27
Cl -6.60 0.44 -0.28
Cl -7.28 -2.60 -0.38
Cl 1.62 0.90 3.60
Cl -4.98 -4.70 -0.47
Cl -2.01 -3.76 -0.45
O -0.04 0.87 -1.87
O 0.10 0.68 1.15
N 1.24 -1.75 -0.49
C 2.12 1.47 2.02
C -4.61 -3.02 -0.41
C 1.25 1.26 0.95
C -5.33 -0.72 -0.33
C 3.65 -0.83 -0.12
C 2.97 2.40 -0.42
C -2.94 -1.23 -0.36
C -3.29 -2.58 -0.41
C 3.36 2.11 1.94
C 2.30 -1.34 -0.33
C 1.71 1.71 -0.36
C -5.63 -2.08 -0.38
C -3.99 -0.32 -0.33
C 1.07 1.48 -1.59
C 3.75 2.57 0.69
H 3.98 2.24 2.81
H 3.60 0.15 0.36
H 1.60 1.89 -2.46
H 3.30 2.77 -1.38
H 4.20 -1.52 0.52
H 4.16 -0.73 -1.08
```

- HOMO level (spin up / spin down) (eV) = -2.2594 / -4.6631
- HOMO-LUMO gap (spin up / spin down) (eV) = 4.5 / 6.9
- total energy (Ha) = -4155.2563
- multiplicity = 2
- total charge = -1



Question: Look up the total charge of the third one.
Answer: -1



Question: Which of these has the lowest total charge?
Answer: C15H6Cl7HgNO2